[1]
Density functional theory data (ωB97M-V/def2-TZVPD) for a structure of composition C7H12O3.

The geometry in XYZ format:
```
22
Properties=species:S:1:pos:R:3:forces:R:3:lowdin_charge:R:1
H -1.777041 0.644225 -2.014208 0.07 0.00 0.24 0.12
C 3.240122 0.922994 1.917702 -3.64 -1.74 -0.17 -0.41
O 0.744856 1.448978 -0.502778 -1.24 -1.34 1.86 -0.06
C -2.138339 -0.544646 -0.101768 -0.06 0.14 -0.06 -0.26
H 0.815599 -1.516573 -0.347894 -0.20 0.15 -0.08 0.12
H 3.883817 0.435506 2.676633 0.25 0.90 -0.26 0.14
H 3.063842 1.314612 -0.018523 1.95 -0.39 3.37 0.20
H -1.788982 -1.938836 -1.769197 0.10 0.06 0.24 0.11
O 2.020156 0.922393 2.018339 1.53 0.26 1.07 0.02
H -2.114732 1.632050 -0.538958 0.17 -0.26 -0.04 0.12
H 1.125031 1.436627 -1.386367 -0.71 -0.64 -0.29 0.07
H -1.333031 -2.592113 -0.176270 -0.02 0.21 -0.15 0.11
O 3.800381 1.171282 0.767481 -0.29 0.86 -3.62 0.04
C -1.363213 -1.681884 -0.789931 -0.08 -0.21 0.05 -0.15
C -0.326360 0.359078 -0.271052 1.21 1.54 -2.75 -0.39
H -0.717899 -0.828361 1.646872 0.07 0.32 -0.22 0.12
C 0.024973 -0.996046 -0.904776 0.25 -0.01 -0.07 -0.12
H -1.501438 0.796230 1.546193 0.08 -0.25 -0.16 0.12
C -1.131877 -0.063862 0.973264 0.37 0.39 0.96 -0.07
C -1.694508 0.692560 -0.918794 -0.03 -0.11 -0.15 -0.08
H 0.360017 -0.893909 -1.946518 -0.10 0.05 0.22 0.11
H -3.191376 -0.720306 0.140552 0.31 0.07 0.01 0.14
```
Positions in Å, forces in eV/Å.

Computed properties:
Highest occupied orbital energy ... -9.85 eV
ΔE to the lowest compared entry with this formula, charge and spin ... 1.877 eV
Energy ... -499.57754 Ha
Kohn-Sham gap ... 10.48 eV

[2]
Density functional theory data (ωB97M-V/def2-TZVPD) for a structure of composition C7H12O4P2.

The geometry in XYZ format:
```
25
Properties=species:S:1:pos:R:3:forces:R:3:lowdin_charge:R:1
O 2.049050 -0.515200 -4.680884 0.39 -0.39 -0.94 -0.42
C -0.789727 1.713355 -0.071264 0.81 -1.84 0.83 -0.25
H -0.830637 -4.276130 1.584018 -2.64 -1.52 1.43 0.00
C 0.235534 -1.626464 0.026928 0.96 -1.68 1.70 -0.17
P 1.979128 0.263095 -3.428492 -0.23 -0.17 1.65 0.24
C -0.000031 -3.692307 1.544031 3.40 0.91 -1.74 -0.17
H -0.695289 -3.506831 -0.628736 0.82 1.39 1.60 0.11
P 0.144864 -0.571034 -1.576539 -2.57 -1.20 -0.38 0.35
H 0.504065 3.307178 0.558131 -2.23 -0.11 0.04 0.10
H 0.555593 2.091550 -2.909384 0.29 2.68 1.05 -0.06
H 0.891554 -4.413319 1.637542 -0.91 0.87 -0.80 0.08
H -1.796841 1.367931 -0.143263 -0.85 -0.11 -0.53 0.07
H 0.240434 -2.921192 2.240171 -0.62 0.20 1.33 0.04
H -0.876815 3.173039 1.684717 -0.54 -0.40 0.16 0.04
C 0.170136 0.850506 -0.498535 0.60 3.03 0.49 -0.24
H 1.242075 1.127044 -0.290029 -0.87 -0.06 -0.29 0.10
H 0.832916 -1.128308 0.942873 -1.28 -1.10 -1.73 0.09
O 3.185691 0.865556 -2.757202 -0.30 0.15 -0.46 -0.45
C -0.201706 -2.909581 0.251013 0.79 0.62 -2.17 -0.25
H -0.206920 1.043300 -4.107841 0.50 -0.18 1.07 0.01
C 0.443185 1.116671 -3.187422 -0.21 -3.14 -1.60 -0.28
O -1.164714 -1.113160 -2.138459 0.95 0.69 0.42 -0.43
C -0.651540 3.044642 0.629784 3.87 -0.56 -0.70 -0.15
H -1.206919 3.709716 0.013621 -0.42 1.18 -0.20 0.03
O 1.523116 -1.017706 -2.164008 0.30 0.74 -0.26 -0.39
```
Positions in Å, forces in eV/Å.

Computed properties:
Highest occupied orbital energy (spin up / spin down) ... 0.12 / 0.12 eV
ΔE to the lowest compared entry with this formula, charge and spin ... 1.727 eV
Energy ... -1257.59576 Ha
Kohn-Sham gap (spin up / spin down) ... 5.62 / 5.62 eV
Total charge ... -2

[3]
Density functional theory data (ωB97M-V/def2-TZVPD) for an isolated molecule of C7H12O4S.

The geometry in XYZ format:
```
24
Properties=species:S:1:pos:R:3:forces:R:3:lowdin_charge:R:1
H -0.352541 -1.673981 -2.102862 0.13 -0.01 -0.30 0.08
C 0.868098 -0.118353 0.620520 0.38 -0.20 1.00 -0.31
H -0.567502 0.730314 1.889961 -0.11 0.10 0.47 0.11
O 0.451191 -0.803762 2.749960 -0.49 -0.12 0.38 0.03
H 0.483306 2.438771 -1.508290 -0.13 0.14 -0.14 0.12
H -2.509873 0.301405 -2.321966 0.01 0.47 -0.14 0.11
C 0.467503 0.412660 2.008182 -1.46 0.20 -0.22 -0.61
C 0.107867 1.517347 -1.069424 1.02 0.30 0.14 -0.21
H 2.030292 1.556512 -0.097055 0.26 -0.01 0.18 0.11
C 1.337991 0.802867 -0.454929 -0.65 0.08 -0.27 -0.09
C -1.646347 0.033168 -1.720182 0.09 -1.41 -0.28 -0.25
O -0.501782 0.778634 -2.095428 -0.45 0.17 0.32 -0.13
C -1.403708 -1.486928 -1.915927 -0.02 0.47 0.68 -0.06
H -1.910720 0.175425 -0.676220 0.04 0.46 0.18 0.10
H -0.029765 -0.667710 0.319548 -0.15 0.32 -0.56 0.14
H 1.791440 0.235720 -1.259036 0.28 -0.13 -0.06 0.13
H 0.829395 1.956852 3.904221 -0.30 -0.39 -0.34 -0.12
H -2.024142 -1.910293 -2.693627 0.04 -0.10 -0.25 0.07
S 1.395762 1.789011 2.693020 0.90 0.07 -0.16 0.82
C 0.939246 -1.806283 1.940238 2.15 6.99 -0.02 -0.60
O 1.758184 -1.165628 1.043702 0.22 -0.61 -1.15 0.08
H -0.571338 1.800621 -0.262189 -0.33 0.00 -0.13 0.12
H -1.628929 -1.999933 -0.982793 -0.16 -0.22 0.01 0.07
O 0.686373 -2.896436 1.990575 -1.26 -6.56 0.66 0.27
```
Positions in Å, forces in eV/Å.

Computed properties:
Highest occupied orbital energy ... -9.95 eV
ΔE to the lowest compared entry with this formula, charge and spin ... 0.000 eV
Energy ... -973.02559 Ha
Kohn-Sham gap ... 10.47 eV

[4]
Density functional theory data (ωB97M-V/def2-TZVPD) for an isolated molecule of C7H12S.

The geometry in XYZ format:
```
20
Properties=species:S:1:pos:R:3:forces:R:3:lowdin_charge:R:1
S 0.136968 0.761796 1.470317 -2.37 -0.12 4.72 0.89
H -2.049667 0.588483 2.509928 -0.09 0.30 -2.05 0.08
H -1.437634 -1.814803 1.567227 1.60 -1.09 2.35 0.01
H 1.864526 2.627596 -1.218834 -0.04 -0.14 0.30 0.06
H 2.362258 -1.361202 0.596825 -2.50 -0.59 -3.22 0.15
C 1.480849 -1.452531 -0.330695 -2.49 2.39 4.95 -0.06
C -1.768977 0.417119 1.414252 1.72 -3.05 -0.28 -0.35
H 0.367177 1.127783 -2.588205 0.06 -2.48 1.43 0.12
C 0.602170 0.080382 -2.064317 -0.50 4.45 -2.30 0.00
C 0.723756 1.228470 0.014650 3.63 0.34 -3.95 -0.74
C -1.970064 -1.144423 1.000359 -2.83 1.97 2.19 -0.16
H 0.651480 -0.717097 -2.682973 0.15 -2.39 -2.19 0.02
H -3.031053 -1.575279 1.172187 1.34 1.20 -0.96 0.10
C 1.310025 2.433539 -0.304455 -0.94 -0.43 3.75 0.02
H -2.134776 0.939095 0.531563 -0.49 0.82 0.90 0.06
H 0.430871 -1.913290 0.222047 3.35 1.11 -1.31 0.10
H 1.595917 -2.012443 -1.213729 1.04 -0.94 -0.69 0.02
H 1.360735 3.153424 0.646431 -0.38 -1.03 -2.69 0.10
H -1.515146 -1.359832 0.102279 0.05 0.06 -2.76 0.00
C 1.020588 -0.006785 -0.844858 -0.28 -0.38 1.81 -0.41
```
Positions in Å, forces in eV/Å.

Computed properties:
Highest occupied orbital energy ... -8.46 eV
ΔE to the lowest compared entry with this formula, charge and spin ... 5.186 eV
Energy ... -671.92632 Ha
Kohn-Sham gap ... 9.08 eV

[5]
Density functional theory data (ωB97M-V/def2-TZVPD) for a structure of composition C7H13Br2.

The geometry in XYZ format:
```
22
Properties=species:S:1:pos:R:3:forces:R:3:lowdin_spin:R:1
H 0.793287 0.300404 1.570810 -0.31 -0.15 0.43 0.03
H 0.625601 0.217830 -1.676583 -0.36 -0.15 -0.35 0.03
H -1.050723 2.166473 -0.908435 -0.23 0.07 0.21 0.00
H -2.442057 -1.244034 0.149932 0.29 -0.09 -0.02 0.00
C -0.595298 1.712873 -0.021291 0.93 1.12 -0.15 0.00
Br 1.997961 4.413721 -0.124673 0.39 -1.83 0.03 0.03
Br 2.523878 2.033284 -0.088469 1.60 1.86 -0.05 0.01
C 0.004657 -0.493502 -1.111039 -0.55 0.72 0.42 0.09
H 1.084123 -3.216945 0.004661 0.07 0.07 0.00 0.04
C -0.822750 0.248542 0.031576 0.39 -1.10 -0.08 0.00
H -2.751294 0.245937 1.016160 0.14 0.01 0.03 0.00
H -0.570516 -1.149283 -1.783356 0.19 0.12 0.08 0.02
H -0.912997 2.206833 0.902495 -0.26 0.10 -0.16 0.00
C 1.641519 -2.265155 -0.044595 0.97 -0.70 -0.07 0.10
C 0.121530 -0.440044 1.112347 -0.59 0.71 -0.39 0.09
H -2.856449 0.217015 -0.726499 0.18 0.00 -0.03 0.00
H 2.234636 -2.280095 -0.968688 -0.06 -0.16 0.12 0.01
H 0.513958 1.903354 -0.110355 -2.57 -0.31 0.11 0.00
C -2.274535 -0.166178 0.120022 -0.52 0.25 0.03 0.00
H -0.380217 -1.057805 1.874561 0.19 0.12 -0.12 0.02
H 2.337499 -2.244488 0.803596 -0.07 -0.17 -0.09 0.01
C 0.778196 -1.108730 -0.022171 0.18 -0.49 0.03 0.52
```
Positions in Å, forces in eV/Å.

Computed properties:
Highest occupied orbital energy (spin up / spin down) ... -6.94 / -9.79 eV
ΔE to the lowest compared entry with this formula, charge and spin ... 2.841 eV
Energy ... -5422.42107 Ha
Kohn-Sham gap (spin up / spin down) ... 4.53 / 7.41 eV
Multiplicity ... 2

[6]
Density functional theory data (ωB97M-V/def2-TZVPD) for a structure of composition C7H13Br3Cl8CuO2.

The geometry in XYZ format:
```
34
Properties=species:S:1:pos:R:3:forces:R:3:lowdin_spin:R:1
Cl 3.486251 -0.947434 5.742201 -0.71 -0.08 -0.81 0.00
C -1.329179 -4.893139 -3.052483 0.37 -0.67 0.12 0.00
H -1.410701 1.154580 0.224801 -0.43 0.02 -0.04 0.00
H -0.643542 -1.255758 0.614805 0.25 -0.63 0.13 0.03
Cu 2.972881 1.126523 -1.638811 -1.40 -0.15 0.48 -0.34
C 4.264477 -0.518289 4.146199 -0.23 -0.36 1.80 0.00
H 3.757656 0.357878 3.741779 0.06 -0.44 -0.14 0.00
O -0.009732 1.494136 -1.247055 -0.15 -1.59 1.10 0.43
H 2.444459 -4.694485 3.261292 -0.08 -0.35 -0.43 0.00
Br -1.441892 6.799768 2.770763 0.12 0.13 -0.84 0.00
Cl -0.601489 -5.450322 -4.589273 -0.25 -0.04 0.43 0.00
H -0.895754 -3.903295 -2.909433 -1.21 0.40 -0.18 0.00
Cl -3.125653 -5.165337 -3.029895 1.28 0.72 0.00 0.00
C -0.796256 0.568692 -0.458793 1.72 1.64 -1.02 0.02
H -2.415436 2.995185 -4.576945 0.11 0.22 -0.01 0.00
H 0.037916 0.063556 1.469002 0.33 0.23 0.20 0.04
Br -0.930140 7.310055 -0.489310 -0.43 -0.62 0.95 0.00
H -1.620685 4.594654 -4.676685 -0.10 -0.02 -0.39 0.00
Cl 1.105888 -5.189289 5.019453 -0.37 -0.12 0.47 0.00
C -1.907813 6.349162 0.909743 -1.03 0.48 0.58 0.00
H 0.730846 -4.605139 2.776410 0.03 -0.38 0.03 0.00
Br -3.898848 6.677000 0.718831 1.46 -0.36 -0.06 0.00
C -0.007935 -0.381373 0.475001 1.41 0.16 -0.86 0.09
C -2.329164 3.916706 -5.152653 -0.99 -0.18 1.02 0.00
C 1.476341 -5.192742 3.312194 0.49 0.14 -0.23 0.00
H -1.728781 5.273979 0.903981 -0.11 0.35 -0.64 0.00
H -0.923366 -5.458939 -2.213858 -0.17 -0.41 -0.37 0.00
O 1.305399 -0.754390 0.096585 -1.66 0.36 0.23 0.72
Cl 1.590338 -6.853030 2.634113 -0.07 0.73 0.16 0.00
Cl -3.968751 4.658045 -5.127998 0.35 0.07 0.25 0.00
Cl -1.935164 3.491235 -6.774245 0.65 -0.10 -0.84 0.00
Cl 5.871801 -0.093030 4.678693 1.02 0.41 -0.75 0.00
H -1.419362 -0.043179 -1.111064 -0.10 -0.02 -0.22 0.01
H 4.295391 -1.431986 3.552654 -0.16 0.46 -0.12 0.00
```
Positions in Å, forces in eV/Å.

Computed properties:
Highest occupied orbital energy (spin up / spin down) ... -9.52 / -7.45 eV
Energy ... -13468.74193 Ha
Kohn-Sham gap (spin up / spin down) ... 7.17 / 5.09 eV
Multiplicity ... 2

[7]
Density functional theory data (ωB97M-V/def2-TZVPD) for a cluster of 4 separate species, C7H13Br6Cl3 in total.

The geometry in XYZ format:
```
29
Properties=species:S:1:pos:R:3:forces:R:3:lowdin_charge:R:1
H -1.334843 1.775183 2.714679 -0.55 -0.32 -0.04 0.04
H 2.085059 0.550101 -0.839261 0.80 0.44 -0.14 0.03
C -2.845723 -2.732840 0.337708 -0.51 0.53 -0.14 -0.65
H -0.840511 2.653038 1.369528 -0.15 -0.15 -0.61 0.05
C -1.676499 -3.610805 0.041313 0.44 -1.08 -0.29 -0.67
H -1.818166 -4.225880 -0.847351 -0.30 0.36 -0.03 0.05
C 3.016786 3.811741 -1.245495 0.73 0.74 0.55 -1.54
Cl 4.116770 5.129188 -1.773534 -0.25 -0.59 -0.23 0.50
H 2.529655 -2.405605 -0.509302 0.00 -0.08 -0.52 0.06
Cl 3.394086 3.513640 0.482231 0.12 -0.64 -0.60 0.49
Br 4.587581 -0.325989 -1.269320 -1.44 0.43 0.68 0.54
Br 1.619091 -1.581807 -2.791994 0.10 -0.19 0.82 0.58
H -0.720013 -3.108960 -0.104890 -0.12 0.05 0.52 0.04
Br -1.522068 -5.059474 1.406819 0.10 0.78 -0.19 0.58
H -2.636952 1.830702 -0.045613 -0.71 0.08 0.11 0.06
H 3.057729 2.960691 -1.925299 0.77 -0.08 0.54 0.02
C -2.752772 1.556544 1.002967 1.42 0.72 0.66 -0.59
C -1.351095 1.724790 1.625965 -0.27 0.89 1.09 -0.71
C 2.717208 -0.260874 -0.477565 0.14 -0.57 -0.46 -0.69
C 1.984474 -1.523991 -0.846389 0.09 -0.27 -0.13 -0.72
Br -0.144431 0.262851 1.255502 -0.15 -0.14 -0.29 0.74
Br -3.993717 2.882919 1.966013 1.01 -1.39 -1.01 0.55
H -3.737476 -3.330777 0.525729 -0.03 0.17 -0.39 0.06
H -2.751390 -2.032546 1.167640 0.43 -0.24 -0.05 0.04
H -3.021167 0.503897 1.092366 -0.76 0.41 0.19 0.01
Br -3.142769 -1.542156 -1.242177 0.03 -0.56 0.57 0.59
H 1.011290 -1.539021 -0.355679 0.00 0.11 -0.21 -0.03
H 2.786558 -0.204672 0.608779 0.42 0.12 -0.13 0.04
Cl 1.383305 4.330113 -1.323370 -1.38 0.48 -0.25 0.54
```
Positions in Å, forces in eV/Å.

Computed properties:
Highest occupied orbital energy ... -10.23 eV
ΔE to the lowest compared entry with this formula, charge and spin ... 0.957 eV
Energy ... -17099.15195 Ha
Kohn-Sham gap ... 10.35 eV

[8]
Density functional theory data (ωB97M-V/def2-TZVPD) for the ion C7H13BrN3 with charge +1.

The geometry in XYZ format:
```
24
Properties=species:S:1:pos:R:3:forces:R:3:lowdin_charge:R:1
H -0.694980 -2.032550 -1.682847 -0.05 -0.69 0.97 0.08
C 0.763483 1.336995 -0.067923 -0.28 -0.84 -1.97 -0.29
H -1.434198 -3.058331 -0.279436 0.64 -1.20 0.13 0.08
H 0.664611 -2.248011 1.423175 -0.52 1.36 -1.09 0.21
N 0.531374 -1.327242 0.886551 0.00 -1.64 -0.85 0.06
H 1.250724 -0.548386 2.794042 -0.66 0.20 -1.43 0.14
C -0.066338 0.558435 -0.830452 -0.44 -1.88 2.55 -0.08
H 1.170349 -1.325023 0.002174 -1.23 -0.05 1.67 0.22
H 1.363815 2.661796 -1.827727 -0.64 0.02 1.93 0.11
H 2.618441 2.287953 -0.729389 0.03 -0.54 0.38 0.08
N -1.912100 -0.739989 1.228055 4.17 3.39 1.06 0.11
C 1.537230 2.452998 -0.717390 0.61 1.12 0.23 -0.07
H -0.472215 -0.283108 -2.592107 -0.34 -0.12 -0.46 0.07
H -1.131742 1.278905 -2.379854 0.31 -0.44 -0.26 0.12
Br 1.977089 2.245172 2.608958 -1.23 -1.33 -1.57 0.73
C -1.263707 -2.111795 -0.731626 -2.64 2.24 -0.81 -0.04
C -0.916511 -1.045572 0.281942 1.36 2.47 -1.90 -0.35
C 0.913571 -0.266224 1.753217 1.57 -0.35 3.00 -0.20
N -0.369655 0.624918 -2.184060 -0.09 0.91 1.39 0.10
H -2.766269 -1.122250 1.058134 -2.78 -1.11 -0.50 0.05
C 1.065632 0.963854 1.321046 0.56 1.69 0.18 -0.51
H -2.356141 -1.848774 -1.039391 1.79 -0.25 0.22 0.13
H -1.926106 0.274427 1.641386 0.03 -2.86 -1.18 0.17
H 1.453643 3.271801 0.063522 -0.15 -0.09 -1.69 0.07
```
Positions in Å, forces in eV/Å.

Computed properties:
Highest occupied orbital energy ... -12.18 eV
ΔE to the lowest compared entry with this formula, charge and spin ... 2.463 eV
Energy ... -3012.43052 Ha
Kohn-Sham gap ... 8.79 eV
Total charge ... +1